P.
{"formula": "C5H6OS", "method": "ωB97M-V/def2-TZVPD", "symbols": ["C", "C", "C", "C", "C", "O", "S", "H", "H", "H", "H", "H", "H"], "positions_angstrom": [[1.3153, -1.2584, 2.2000], [0.5952, -0.4683, 1.6534], [0.8810, -0.3301, -1.5125], [-1.7287, 0.7380, -0.6763], [-0.0638, 0.4159, 0.8399], [-1.2956, 0.1470, 0.4516], [-0.6399, -0.2716, -2.1048], [1.9336, -1.8386, 2.8165], [1.4634, 0.4938, -1.6005], [1.3092, -1.0856, -0.8930], [-2.8417, 0.5537, -0.8408], [-1.3780, 1.6885, -0.8609], [0.4500, 1.2156, 0.5274]], "mulliken_charge": [0.1750, -0.3873, -0.6617, -0.3666, -0.7192, -0.2947, -0.1742, 0.4721, 0.3642, 0.3325, 0.2783, 0.3397, 0.6420], "multiplicity": 1}

=====

Q.
{"formula": "C5H6OS", "method": "ωB97M-V/def2-TZVPD", "symbols": ["C", "C", "C", "C", "C", "H", "H", "H", "H", "H", "H", "O", "S"], "positions_angstrom": [[-0.4275, -0.0771, 1.1303], [-0.7103, -0.9762, -0.0598], [-0.4587, 1.1712, 0.1257], [0.9270, 0.8523, -0.7610], [0.6124, -0.6824, -0.8622], [-1.3206, -0.0613, 1.8062], [0.4672, -0.1735, 1.7743], [-0.6396, -2.2158, 0.2146], [-0.7485, 2.1954, 0.4118], [1.3956, 1.5061, -1.4815], [0.9348, -1.5575, -1.6376], [1.7430, -0.0911, 0.0045], [-1.7747, 0.1098, -0.6652]], "mulliken_charge": [-0.9203, 0.0979, -0.2151, -0.1511, -0.2164, 0.3169, 0.2875, 0.3685, 0.4746, 0.4189, 0.3010, -0.4481, -0.3142], "multiplicity": 1}

=====

R.
{"formula": "C5H6OS", "method": "ωB97M-V/def2-TZVPD", "symbols": ["C", "C", "C", "C", "C", "H", "H", "H", "H", "H", "H", "O", "S"], "positions_angstrom": [[-2.2184, -1.2305, -0.5044], [-1.0855, -0.9957, 0.2804], [0.0683, -0.2953, -0.3539], [1.1852, 0.3383, 0.4435], [1.7021, 1.6741, 0.1989], [-2.4359, -0.1455, -1.2017], [-1.1351, -1.3945, 1.2824], [0.0000, -0.0732, -1.4273], [1.6871, -0.3638, 1.2941], [0.9383, 2.3054, -0.2872], [2.4366, 2.0867, 1.0905], [2.2688, 0.5726, -0.4834], [-3.4115, -2.4787, -0.3320]], "mulliken_charge": [-0.4368, -0.0980, -0.4720, 0.1822, -0.3378, 0.2133, 0.3862, 0.3772, 0.2490, 0.2885, 0.2334, -0.3814, -0.2037], "multiplicity": 1}

=====

S.
{"formula": "C5H6OS", "method": "ωB97M-V/def2-TZVPD", "symbols": ["C", "C", "C", "C", "C", "O", "S", "H", "H", "H", "H", "H", "H"], "positions_angstrom": [[-0.8320, 0.6698, 1.2263], [-0.0257, 1.3408, 0.6248], [1.9451, 1.1123, -2.5640], [0.8381, 1.1551, -1.7833], [-1.5605, -0.1539, 2.1514], [2.1119, 2.6831, 0.2336], [0.8261, 2.3496, -0.4212], [2.0142, 0.5600, -3.5489], [2.8407, 1.5149, -2.1155], [-0.1436, 0.8474, -1.9743], [-1.1040, 0.1760, 3.1309], [-2.6835, -0.0823, 2.3895], [-1.3516, -1.2182, 1.9228]], "mulliken_charge": [0.7909, -0.3214, -0.6018, -0.2302, -1.0529, -0.5827, 0.3276, 0.2310, 0.2733, 0.3597, 0.2549, 0.2977, 0.2540], "multiplicity": 1}

=====

Q: What are the energies relative to the best structure? A: P 0.0663; Q 0.0195; R 0.0294; S 0.0000, in hartree.

=====

P.
{"formula": "C5H6OS", "method": "ωB97M-V/def2-TZVPD", "symbols": ["C", "C", "C", "C", "C", "O", "S", "H", "H", "H", "H", "H", "H"], "positions_angstrom": [[0.6551, 0.5231, 0.0209], [1.1447, -0.6953, 0.2151], [0.0698, 1.7503, 0.0302], [0.4632, -1.9880, 0.2114], [-1.4364, 1.3416, -0.2562], [0.5650, 2.8543, -0.1076], [2.8778, -0.8054, 0.1768], [-0.4142, -1.7750, -0.2231], [0.2601, -2.2861, 1.2174], [1.0600, -2.6493, -0.2803], [-1.7450, 0.5777, 0.4327], [-1.5038, 1.0049, -1.4125], [-1.9962, 2.1472, -0.0250]], "mulliken_charge": [-0.1978, 0.7412, 0.4783, -1.2861, -1.0833, -0.5514, -0.3027, 0.4165, 0.3060, 0.4420, 0.3637, 0.2539, 0.4197], "multiplicity": 1}

=====

Q.
{"formula": "C5H6OS", "method": "ωB97M-V/def2-TZVPD", "symbols": ["C", "C", "C", "C", "C", "H", "H", "H", "H", "H", "H", "O", "S"], "positions_angstrom": [[0.4731, 1.6454, -0.4945], [1.0962, 0.7304, 0.2736], [1.0790, -0.7799, 0.0930], [0.0919, -1.6145, -0.2032], [-1.7566, -0.2753, 0.2740], [-0.0990, 1.3817, -1.3870], [0.6923, 2.6998, -0.3356], [1.6863, 1.0455, 1.1778], [2.0433, -1.2330, 0.2997], [0.2967, -2.6862, -0.4066], [-1.1093, 0.1562, 1.0443], [-1.2135, -1.3205, -0.3400], [-3.2804, 0.2504, 0.0045]], "mulliken_charge": [-0.4964, -0.4061, -0.1159, -0.1061, -0.2136, 0.2801, 0.2703, 0.2735, 0.3048, 0.3456, 0.4074, -0.3035, -0.2402], "multiplicity": 1}

=====

Q: What are the energies relative to the best structure? A: P 0.0850; Q 0.0000, in hartree.